Density functional theory data (ωB97M-V/def2-TZVPD) for C36H45BaF3N6O11SSi3 as an isolated structure.

Properties
Net charge: -2
HOMO energy, Eh: -0.080

Last column: Mulliken charge in e.
Geometry (Å):
Ba  0.04165  1.00839  0.27150  0.90
C  1.82456  0.23586  4.86518  -0.55
C  2.22958  1.52961  5.14937  -0.54
C  2.65942  2.34351  4.11548  -0.98
C  2.66055  1.83332  2.82039  0.62
N  2.24972  0.59718  2.54423  0.07
C  1.84407  -0.17951  3.54273  -0.24
C  3.10922  2.64996  1.65065  0.66
C  3.86252  3.80809  1.81520  -0.82
C  4.27315  4.49287  0.68813  -0.90
C  3.93696  4.01075  -0.56280  -1.26
C  3.17011  2.85175  -0.64784  1.02
N  2.76910  2.20052  0.44303  0.66
C  2.74619  2.28442  -1.97164  0.43
C  2.99701  2.94711  -3.16627  -0.83
C  2.55276  2.38157  -4.34903  -1.05
C  1.86650  1.18570  -4.30824  -0.86
C  1.64002  0.60209  -3.06895  -0.56
N  2.08261  1.12982  -1.93201  0.75
H  1.45504  -0.42486  5.63740  0.39
H  2.18614  1.91310  6.16144  0.40
H  2.92888  3.37162  4.30865  0.26
H  1.48633  -1.16279  3.26479  0.36
H  4.12029  4.16778  2.79944  0.38
H  4.85400  5.40181  0.78388  0.41
H  4.25825  4.53483  -1.44962  0.32
H  3.49529  3.90462  -3.18567  0.32
H  2.71783  2.89204  -5.28960  0.36
H  1.48205  0.71738  -5.20228  0.40
H  1.05953  -0.31328  -2.97719  0.67
O  -2.61629  -0.71723  3.55031  -0.80
C  -1.61698  -0.02906  3.27956  -0.55
O  -0.72784  -0.29274  2.42619  -0.40
C  -1.42873  1.25611  4.10160  1.42
C  -1.94062  1.25262  5.36770  0.04
C  -1.77544  2.34883  6.23187  -0.74
C  -1.11056  3.48247  5.81118  -0.59
C  -0.57865  3.50680  4.54061  -0.60
C  -0.71036  2.42013  3.59057  -0.20
O  -0.28276  2.50503  2.42005  -0.11
N  0.16366  4.70715  4.19359  0.92
O  -0.16086  5.75971  4.73849  -0.72
O  1.09253  4.62669  3.41167  -0.48
N  -2.29704  2.30191  7.57042  1.06
O  -2.10379  3.25888  8.31476  -0.69
O  -2.89925  1.29903  7.93013  -0.67
H  -2.48343  0.37827  5.69721  0.62
H  -0.99021  4.32948  6.46731  0.61
C  2.91957  -1.45872  -0.12757  -0.20
O  1.62416  -1.66299  -0.65617  0.70
Si  1.40895  -2.90741  -1.80940  -0.33
C  2.89850  -2.71838  -2.97326  -1.04
C  1.82622  -4.52358  -0.89849  -1.24
C  -0.18573  -2.83642  -2.58924  1.57
Si  -1.63407  -3.28246  -1.58580  -0.01
C  -1.40717  -3.11082  0.27843  -0.68
C  -3.20510  -2.28659  -1.97618  -0.54
C  -2.15921  -5.10381  -1.80430  -1.17
Si  -0.32950  -3.11742  -4.35719  0.07
C  0.49965  -1.82441  -5.47634  -1.22
C  -2.11434  -3.12803  -5.00203  -1.18
C  0.36238  -4.78747  -4.96982  -1.13
H  3.46228  -2.40213  0.00867  0.23
H  2.84269  -0.96256  0.83858  -0.28
H  3.51269  -0.81477  -0.78725  0.14
H  3.82308  -2.95672  -2.43794  0.34
H  3.00053  -1.70993  -3.37966  0.15
H  2.81881  -3.41178  -3.81567  0.28
H  2.75236  -4.47618  -0.31677  0.35
H  1.94526  -5.31343  -1.64759  0.27
H  1.02077  -4.83063  -0.23003  0.28
H  -1.35384  -2.08151  0.63244  0.06
H  -0.51244  -3.61404  0.64955  0.15
H  -2.27125  -3.55332  0.78491  0.37
H  -3.78810  -2.13700  -1.06349  -0.12
H  -3.84182  -2.78961  -2.70902  0.36
H  -2.95378  -1.29778  -2.36744  0.20
H  -1.35394  -5.76318  -1.46541  0.28
H  -2.36472  -5.34831  -2.85081  0.28
H  -3.05702  -5.33378  -1.21985  0.28
H  -0.01794  -0.86865  -5.35515  0.20
H  0.42791  -2.11497  -6.52964  0.49
H  1.55426  -1.67284  -5.23874  0.40
H  -2.60108  -2.16538  -4.82674  0.25
H  -2.72864  -3.89760  -4.52892  0.27
H  -2.10845  -3.31764  -6.08055  0.34
H  1.42756  -4.89168  -4.74099  0.33
H  0.23402  -4.91452  -6.05071  0.34
H  -0.15823  -5.60586  -4.46342  0.29
F  -3.35365  3.75313  -2.56054  -0.24
C  -2.40633  4.05164  -1.66177  0.38
F  -2.29785  5.38689  -1.61860  -0.23
F  -2.82726  3.63625  -0.46706  -0.17
S  -0.79800  3.27600  -2.10711  1.26
O  0.04318  3.59155  -0.95678  -0.77
O  -0.44399  3.90831  -3.34876  -0.64
O  -1.11428  1.85561  -2.16524  -0.70
C  -5.22846  -1.29765  1.99373  -1.07
C  -4.92442  0.19545  1.87699  -0.27
C  -3.76657  0.41908  1.01764  -0.11
N  -2.85856  0.53386  0.32836  0.01
H  -6.09486  -1.44691  2.63848  0.36
H  -4.36683  -1.79707  2.43553  0.21
H  -5.43771  -1.73579  1.01754  0.32
H  -4.66753  0.59634  2.85744  0.14
H  -5.76489  0.75825  1.46555  0.46



Density functional theory data (ωB97M-V/def2-TZVPD) for C36H45BrFeN8O3S as an isolated structure in a non-equilibrium geometry.

Properties
Net charge: +1
Multiplicity: 2
HOMO energy (alpha / beta), Eh: -0.344 / -0.344
Expectation value of S²: 0.781

Last column: Löwdin spin population.
Geometry (Å):
Fe  0.69883  -0.35743  0.88897  1.00
C  -1.42009  2.68323  3.05571  0.00
C  -0.55256  1.47247  2.87007  0.00
O  -0.35624  1.12214  1.69705  0.00
C  -0.00937  0.76402  4.00379  0.00
C  -0.32512  1.16252  5.31932  0.00
C  0.16864  0.49474  6.40787  0.01
C  1.01436  -0.60375  6.19784  0.00
C  1.34511  -1.01314  4.93079  0.00
C  0.83776  -0.34586  3.79654  0.00
O  1.22106  -0.78086  2.62521  0.01
H  -1.70375  3.06360  2.07809  0.00
H  -0.88161  3.45879  3.60094  0.00
H  -2.31331  2.43219  3.62990  0.00
H  -0.97414  2.01405  5.47135  0.00
H  -0.08821  0.80545  7.41013  0.00
H  1.41821  -1.13691  7.04921  0.00
H  1.99867  -1.85944  4.76212  0.00
C  1.55476  5.22281  -3.60363  0.00
C  2.27665  3.88431  -3.61060  0.00
N  1.37333  2.74270  -3.69146  0.00
C  1.03513  2.24571  -5.03434  0.00
C  -0.34661  2.67673  -5.50762  0.00
C  0.85968  2.15189  -2.59611  0.00
S  1.17034  2.80648  -1.05106  0.00
N  0.05821  1.09586  -2.89649  0.00
C  -0.31725  0.10205  -2.12781  0.00
O  0.08832  -0.26161  -0.97822  0.02
C  -1.33987  -0.79336  -2.77963  0.00
C  -1.54278  -0.74637  -4.15614  0.00
C  -2.46842  -1.58446  -4.75901  0.00
C  -3.20948  -2.47396  -3.99331  0.00
C  -3.02503  -2.51727  -2.61880  0.00
C  -2.09361  -1.68344  -2.01799  0.00
H  2.27885  6.03525  -3.52617  0.00
H  0.87822  5.28230  -2.75230  0.00
H  0.98157  5.36898  -4.51999  0.00
H  2.87878  3.77561  -2.71127  0.00
H  2.94633  3.82131  -4.47013  0.00
H  1.11266  1.15970  -5.03101  0.00
H  1.79786  2.63379  -5.70891  0.00
H  -1.11482  2.26599  -4.85524  0.00
H  -0.52167  2.31543  -6.52280  0.00
H  -0.43853  3.76267  -5.51561  0.00
H  -0.96203  -0.05021  -4.74396  0.00
H  -2.61196  -1.54365  -5.83080  0.00
H  -3.93022  -3.12864  -4.46579  0.00
H  -3.60775  -3.20210  -2.01502  0.00
H  -1.96155  -1.69800  -0.94262  0.00
C  -4.72451  -0.21868  -0.17673  0.00
C  -3.65034  0.81787  0.06571  0.00
N  -2.38012  0.12156  0.13701  0.00
C  -2.21147  -0.98402  0.90248  0.00
N  -0.98735  -1.40366  1.18542  -0.02
C  -0.79735  -2.61775  1.98880  0.00
C  -1.96969  -3.56686  1.87655  0.00
C  -3.23391  -2.79530  2.17652  0.00
N  -3.32920  -1.66524  1.26403  0.00
C  -4.68862  -1.21153  0.96680  0.00
H  -4.51821  -0.72587  -1.12121  0.00
H  -5.71183  0.23700  -0.23785  0.00
H  -3.85806  1.37183  0.99057  0.00
H  -3.59414  1.53699  -0.74931  0.00
H  -1.54931  0.67977  0.02147  0.00
H  -0.64300  -2.34605  3.03606  0.00
H  0.11395  -3.10976  1.65776  0.00
H  -1.85054  -4.38928  2.58176  0.00
H  -2.02619  -3.98690  0.86919  0.00
H  -3.23804  -2.45126  3.21766  0.00
H  -4.12051  -3.41196  2.03107  0.00
H  -5.12986  -0.77241  1.86899  0.00
H  -5.27714  -2.09598  0.71695  0.00
Br  2.98462  -0.01954  -1.94959  0.00
C  3.47436  0.65648  -0.26367  0.00
C  4.75430  1.18887  -0.17584  0.00
C  5.16667  1.73781  1.02045  0.00
C  4.28232  1.74800  2.08552  0.00
C  3.03729  1.18715  1.91254  0.00
N  2.62302  0.62637  0.76345  -0.01
H  5.39656  1.17050  -1.04302  0.00
H  6.15676  2.16368  1.11351  0.00
H  4.54534  2.18625  3.03724  0.00
H  2.32451  1.18336  2.71994  0.00
C  3.72123  -2.02769  1.80723  0.00
C  2.84164  -2.51079  0.71005  0.00
N  1.69832  -1.98923  0.30448  -0.02
C  1.20578  -2.80066  -0.70258  0.00
C  2.07789  -3.81221  -0.91276  0.00
N  3.10507  -3.61196  -0.01529  0.00
H  3.17750  -1.31520  2.41903  0.00
H  4.62081  -1.55175  1.41057  0.00
H  4.02700  -2.86112  2.44065  0.00
H  0.29231  -2.57457  -1.20758  0.00
H  2.06610  -4.63632  -1.60227  0.00
H  3.91867  -4.19228  0.09716  0.00



ΔE to the lowest compared entry with this formula, charge and spin across the listed records, respectively: 0.000, 0.000 eV.